C3H11N3 | wB97M-V/def2-TZVPD

* E_HOMO: -7.8 eV
* HOMO-LUMO gap: 8.65 eV
* 2S+1: 1
* energy relative to the best compared isomer or geometry (same formula, charge and spin): 428.30 kJ/mol
* M: 89.14 g mol⁻¹
* max |F|: 4.3 eV Å⁻¹

Cartesian coordinates (Å):
C -2.02750 0.28030 -0.15960
C -1.26728 -0.33041 -1.32600
C 1.57168 0.84330 1.20461
N 2.07842 0.20471 -0.93552
N 3.19828 -0.79961 0.75301
N 2.20570 0.11045 0.33383
H -2.48651 1.17551 -0.60570
H -2.83239 -0.23752 0.25410
H -1.40123 0.68140 0.59192
H -0.79490 0.49383 -1.81522
H -2.08443 -0.59219 -2.17542
H 0.72926 1.38793 0.89832
H 1.89520 0.83666 2.24337
H -0.76362 -1.21299 -1.02893
H 2.69736 -0.54532 -1.39664
H 3.35370 -0.61704 1.72268
H 4.09785 -0.74600 0.21662



C10H13AlNO | wB97M-V/def2-TZVPD

* total charge: -1
* E_HOMO: -5.0 eV
* HOMO-LUMO gap: 7.90 eV
* 2S+1: 1
* energy relative to the best compared isomer or geometry (same formula, charge and spin): 1003.43 kJ/mol
* M: 190.20 g mol⁻¹
* max |F|: 7.9 eV Å⁻¹

Cartesian coordinates (Å):
N 2.85005 -1.72408 1.84207
C 2.49835 -1.51724 0.50406
C 3.10379 -0.21249 -0.33169
Al 1.48307 0.93535 -0.98712
C 0.80448 2.25323 0.43437
C -0.84642 2.26826 0.61135
O -1.53129 3.32199 1.10290
C -1.60609 0.84235 0.17860
C -2.54546 0.70745 -1.18000
C -3.21096 -0.76418 -1.52803
C -2.87042 -2.00499 -0.49567
C -1.96182 -1.89354 0.87099
C -1.30698 -0.43085 1.22034
H 3.49813 -0.92184 2.04684
H 1.75145 -2.30738 0.03745
H 3.62819 -0.65546 -1.29378
H 3.84942 0.41817 0.34656
H 1.88092 1.83261 -2.26820
H 0.40965 -0.10635 -1.50320
H 1.22959 1.88981 1.48601
H 1.15426 3.36777 0.20826
H -2.68873 1.68091 -1.85511
H -3.89297 -0.85217 -2.48794
H -3.32378 -3.07876 -0.74907
H -1.72420 -2.78978 1.60107
H -0.63221 -0.25880 2.18895



C14H13N5O2S2 | wB97M-V/def2-TZVPD

* E_HOMO: -8.1 eV
* SMILES: CCc1nnc(NC(=O)CSc2ccc(-c3ccco3)nn2)s1
* HOMO-LUMO gap: 8.36 eV
* 2S+1: 1
* energy relative to the best compared isomer or geometry (same formula, charge and spin): 52.59 kJ/mol
* M: 347.42 g mol⁻¹
* max |F|: 1.5 eV Å⁻¹

Cartesian coordinates (Å):
C 4.99674 0.89139 -0.81865
H 5.68042 1.39417 -1.49781
H 4.44864 1.63636 -0.24960
H 5.56918 0.28800 -0.12040
C 4.03056 0.01394 -1.60455
C 3.07669 -0.68764 -0.71184
N 3.02613 -0.57436 0.55971
N 2.09067 -1.30648 1.15295
C 1.37865 -2.00488 0.33598
N 0.35425 -2.84362 0.64793
C -0.48935 -2.81601 1.75409
O -1.53225 -3.42184 1.70778
C 0.05608 -2.17867 3.01112
H 0.28583 -2.95542 3.74080
H 0.93321 -1.56681 2.80426
S -1.22690 -1.14910 3.79099
C -1.72271 -0.27217 2.37742
N -1.13611 -0.62717 1.24590
N -1.42413 -0.06019 0.12234
C -2.32792 0.91195 0.06685
C -3.00548 1.34678 1.22941
C -2.69730 0.74054 2.41790
H -3.16816 1.00818 3.35025
H -3.74333 2.13068 1.17229
C -2.58211 1.49613 -1.22999
C -3.45250 2.48867 -1.62172
C -3.26967 2.64671 -3.00968
C -2.30717 1.74601 -3.36238
O -1.89016 1.05281 -2.30089
H -1.85604 1.51805 -4.30810
H -3.78077 3.33218 -3.65376
H -4.13507 3.03409 -1.00309
H -0.08335 -3.29651 -0.14688
S 1.86208 -1.80297 -1.34823
H 3.46063 0.61990 -2.31539
H 4.58072 -0.73269 -2.18501



C24H42Cl2F6N5O6PRuS2Si3 | wB97M-V/def2-TZVPD

* total charge: +1
* E_HOMO (spin up / spin down): -9.8 / -11.1 eV
* HOMO-LUMO gap (spin up / spin down): 7.10 / 7.29 eV
* 2S+1: 6
* M: 961.96 g mol⁻¹
* ⟨S²⟩: 8.76
* max |F|: 2.3 eV Å⁻¹

Cartesian coordinates (Å):
Ru 1.52931 -0.36653 0.36615
C 1.26792 -3.76631 3.10871
Si -0.10968 -2.66824 2.44128
C -0.37125 -1.34600 3.78438
C -1.66632 -3.74648 2.59028
C 0.37920 -2.21307 0.67442
Si -5.52982 0.78350 -0.43175
C -5.00230 2.02197 -1.77578
C -7.25868 0.16302 -0.74827
C -4.41735 -0.70723 -0.63420
Si 0.87112 -3.25905 -0.77340
C 0.58248 -5.10219 -0.55034
C -0.03361 -2.63671 -2.36079
C 2.76742 -2.87396 -1.00594
C 3.65740 -3.72716 -1.69079
C 5.01461 -3.40879 -1.77211
C 5.46818 -2.24178 -1.15081
C 4.57151 -1.53207 -0.39673
N 3.27296 -1.79859 -0.36635
H 0.90110 -4.17968 4.02849
H 2.17570 -3.15667 3.38563
H 1.43868 -4.54754 2.42818
H -0.89873 -1.79607 4.60994
H -0.96136 -0.49801 3.54754
H 0.61427 -1.02941 4.20250
H -1.84060 -4.04047 3.62307
H -1.66668 -4.67024 2.04445
H -2.56348 -3.21672 2.31388
H -5.86162 2.58667 -2.08124
H -4.50948 1.52629 -2.60941
H -4.26678 2.77691 -1.39067
H -8.01718 0.91897 -0.93118
H -7.58485 -0.50353 0.05282
H -7.18869 -0.43099 -1.70368
H -4.31852 -0.89869 -1.72328
H -4.93855 -1.52695 -0.25217
H -3.41901 -0.74981 -0.19624
H -0.44766 -5.11876 -0.13880
H 1.21027 -5.61119 0.14617
H 0.59929 -5.63379 -1.50994
H -0.97996 -3.18945 -2.34822
H 0.42779 -3.04617 -3.23557
H -0.17179 -1.54820 -2.40285
H 3.26872 -4.61965 -2.06308
H 5.76730 -3.94463 -2.31642
H 6.53603 -1.96267 -1.18537
H 4.91703 -0.69249 0.16393
F 3.40305 1.80263 4.63364
C 2.40378 2.45793 4.08537
F 1.25812 1.96239 4.47406
F 2.45545 3.74286 4.38605
S 2.51271 2.19595 2.20510
O 2.57452 0.75015 1.99182
O 3.66964 2.95309 1.77493
N 1.16889 2.79617 1.59048
S -0.28319 2.18080 1.56424
O -0.27425 0.74887 1.71005
O -1.07396 2.71809 0.48221
C -1.16213 2.84940 3.13867
F -0.45610 3.81314 3.67762
F -2.32372 3.33552 2.79569
F -1.33469 1.90104 4.03388
C 3.58489 3.44573 -3.07252
N 2.19211 3.77998 -2.52850
C 1.13041 3.40775 -3.61055
N 1.28429 2.00868 -3.98754
C 2.61871 1.69347 -4.48512
N 3.66754 2.07717 -3.54726
C 3.57677 1.20761 -2.33348
P 1.95898 1.28659 -1.41718
C 1.83609 3.12936 -1.21591
C 0.88324 1.09171 -2.88752
H 4.27027 3.63043 -2.24765
H 3.76525 4.17836 -3.85083
H 2.13354 4.79591 -2.37438
H 1.36999 4.01977 -4.48029
H 0.12656 3.55409 -3.18981
H 2.81168 2.17252 -5.49905
H 2.61773 0.63320 -4.64693
H 4.34440 1.40011 -1.59937
H 3.71922 0.17287 -2.58214
H 2.57908 3.36851 -0.43354
H 0.89772 3.56710 -0.86054
H -0.16665 1.30535 -2.55261
H 0.97357 0.06109 -3.20116
Cl -6.01578 2.05354 4.33533
C -5.82659 0.55993 3.31035
Cl -5.45810 -0.81927 4.27833
C -4.79508 0.80026 2.14930
O -3.64061 0.47794 2.18815
O -5.39244 1.45293 1.13310
H -6.79927 0.50783 2.89912



C20H29N3O3S | wB97M-V/def2-TZVPD

* E_HOMO: -8.8 eV
* SMILES: CC[C@@H](CC(=O)N(C)[C@@H]1CN(C(=O)/C=C/c2cc(C)no2)CC12CC2)SC
* HOMO-LUMO gap: 8.68 eV
* 2S+1: 1
* energy relative to the best compared isomer or geometry (same formula, charge and spin): 274.94 kJ/mol
* M: 391.54 g mol⁻¹
* max |F|: 0.6 eV Å⁻¹

Cartesian coordinates (Å):
C -5.22093 0.82617 -4.09002
C -4.11624 1.28211 -3.14649
C -3.03902 0.21603 -2.94330
C -1.71628 0.73943 -2.38816
C -1.79882 1.33295 -0.99199
O -2.59838 2.21020 -0.73064
N -0.75354 1.01245 -0.13595
C -0.50798 -0.39540 0.18381
C -0.59129 1.92748 0.99430
C 0.85825 1.90619 1.50613
N 0.84196 0.99187 2.64227
C 1.62010 -0.11129 2.81836
O 1.31567 -1.00486 3.59323
C 2.86579 -0.19160 1.99520
C 3.55893 -1.32533 1.97692
C 4.78862 -1.51784 1.23258
C 5.62259 -2.58080 1.12042
C 6.64402 -2.12664 0.23965
C 7.84454 -2.86577 -0.25328
N 6.42421 -0.89582 -0.13299
O 5.25376 -0.50246 0.48887
C -0.44410 1.09927 3.32067
C -1.40873 1.59495 2.24490
C -2.59311 2.42851 2.62836
C -2.78855 1.01332 2.16783
S -3.69236 -1.11095 -1.87597
C -2.75065 -2.50947 -2.51442
H -5.95345 1.61997 -4.23858
H -4.81524 0.56019 -5.06927
H -5.74336 -0.04606 -3.69635
H -3.63046 2.17764 -3.54525
H -4.52963 1.58131 -2.18303
H -2.83300 -0.24323 -3.91528
H -0.96272 -0.04688 -2.43023
H -1.34352 1.55780 -3.01397
H -1.00400 -1.03161 -0.54320
H 0.55912 -0.62475 0.19577
H -0.93788 -0.64004 1.15769
H -0.84135 2.91644 0.61761
H 1.54688 1.58620 0.73003
H 1.14632 2.90859 1.83540
H 3.21622 0.67134 1.44673
H 3.19951 -2.16812 2.55588
H 5.52828 -3.54321 1.59201
H 7.85614 -3.88063 0.13883
H 7.84501 -2.91443 -1.34126
H 8.75888 -2.36372 0.06015
H -0.71105 0.12376 3.72327
H -0.37135 1.80937 4.15093
H -2.72658 2.64569 3.68091
H -2.89124 3.21296 1.94588
H -3.23028 0.86330 1.19194
H -3.04065 0.26752 2.91096
H -3.02908 -3.38060 -1.92385
H -3.00620 -2.69701 -3.55667
H -1.67377 -2.36448 -2.42733



C5H12NO | wB97M-V/def2-TZVPD

* total charge: +1
* E_HOMO: -14.9 eV
* SMILES: CCC[C@H]([NH3+])C=O
* HOMO-LUMO gap: 10.77 eV
* 2S+1: 1
* energy relative to the best compared isomer or geometry (same formula, charge and spin): 239.74 kJ/mol
* M: 102.16 g mol⁻¹
* max |F|: 4.6 eV Å⁻¹

Cartesian coordinates (Å):
O 2.04013 -1.35545 0.44536
C 0.77999 -1.44335 0.53602
C 0.17022 -0.18239 1.20688
C -1.13300 0.26331 0.49985
C -1.04656 0.54971 -0.97863
C -0.41945 -0.32034 -2.01244
N 1.27875 0.88223 1.35180
H 0.07555 -2.28752 0.10312
H 0.14131 -0.24092 2.27292
H -1.57926 1.04419 1.17912
H -1.75814 -0.64110 0.50933
H -2.15960 0.67301 -1.30958
H -0.38055 1.50918 -1.17747
H -0.18041 -1.37715 -1.53394
H 0.53831 0.12944 -2.27151
H -1.04719 -0.45848 -2.97574
H 0.95113 1.78736 1.53312
H 1.96258 0.66184 2.13705
H 1.76619 0.80644 0.48475



C4H14NO3 | wB97M-V/def2-TZVPD

* total charge: +1
* E_HOMO: -14.2 eV
* HOMO-LUMO gap: 10.97 eV
* 2S+1: 1
* energy relative to the best compared isomer or geometry (same formula, charge and spin): 100.48 kJ/mol
* M: 124.16 g mol⁻¹
* max |F|: 1.0 eV Å⁻¹

Cartesian coordinates (Å):
O 0.11462 -2.29375 -1.98587
C -0.78720 -1.97132 -1.25843
C -0.64477 -0.84823 -0.26398
N 0.10808 0.29494 -0.85270
C 1.59767 0.33245 -0.60004
C 1.85249 0.63608 0.85706
H -1.72634 -2.54490 -1.30157
H -1.60498 -0.54630 0.12999
H -0.10734 -1.28487 0.58289
H -0.26992 1.13883 -0.40787
H -0.01944 0.27282 -1.86656
H 1.88297 1.19014 -1.20497
H 2.06216 -0.61763 -0.83398
H 2.92334 0.66969 1.07303
H 1.51676 -0.12417 1.56615
H 1.44767 1.60575 1.14890
H -1.64068 -1.80244 2.62783
H -0.34791 -1.01096 3.01679
O -0.68067 -1.75906 2.51356
H -1.88920 3.39362 -0.35199
H -2.02437 2.70287 -1.75123
O -1.76293 2.56643 -0.83700



H4S2Si | wB97M-V/def2-TZVPD

* E_HOMO (spin up / spin down): -4.3 / -9.9 eV
* HOMO-LUMO gap (spin up / spin down): 4.72 / 5.79 eV
* 2S+1: 3
* energy relative to the best compared isomer or geometry (same formula, charge and spin): 198.18 kJ/mol
* M: 96.25 g mol⁻¹
* ⟨S²⟩: 2.01
* max |F|: 3.9 eV Å⁻¹

Cartesian coordinates (Å):
Si -0.50816 0.38014 -0.16510
S -0.48644 -1.44787 1.02634
S 1.37618 1.23432 -0.60126
H -1.00848 0.20521 -1.54928
H -1.51783 1.28147 0.74919
H 0.60343 -2.14263 0.76938
H 2.11917 0.89957 0.36922



Computed total energy, in the same sequence as the records: -7755.64485, -20705.51403, -47943.13142, -143821.13924, -42657.16409, -8908.14441, -12000.76901, -29607.92975 eV.